(1)
{"formula": "C4H11N2", "method": "ωB97M-V with the def2-TZVPD basis set", "charge": 1, "smiles": "C=C(N)CC[NH3+]", "orbital_gap_ev": 9.3, "elements": ["C", "C", "C", "C", "N", "N", "H", "H", "H", "H", "H", "H", "H", "H", "H", "H", "H"], "positions_angstrom": [[-1.2713, 0.7123, -0.4654], [-0.8079, -0.0246, 0.7825], [0.4589, -0.7653, 0.4276], [1.6816, -0.3828, 0.7655], [0.2374, -1.8218, -0.4661], [-0.1648, 1.7640, -0.7775], [-2.1375, 1.3495, -0.3176], [-1.2554, 0.0995, -1.3625], [-1.5996, -0.7099, 1.0488], [-0.5970, 0.6087, 1.6374], [2.5592, -0.8720, 0.3673], [1.8129, 0.3416, 1.5494], [1.0897, -2.2745, -0.7872], [-0.3245, -2.6145, -0.1969], [-0.0350, 2.4407, -0.0239], [-0.3758, 2.3149, -1.6121], [0.7220, 1.2692, -0.8271]], "forces_ev_per_angstrom": [[1.3195, 1.7051, 0.2649], [0.4309, -0.5448, -0.2362], [-0.5544, -1.2157, -0.2424], [0.2349, 0.3816, 0.2912], [0.6678, -0.5212, -0.9674], [-0.5888, 0.1707, 0.2367], [-0.4236, -0.5174, -0.1186], [-0.5355, -0.1920, 0.1927], [-0.2182, -0.2720, 0.2126], [-0.2847, 0.3994, 0.0260], [0.0216, -0.1503, 0.1829], [0.1438, 0.4762, -0.0957], [0.1012, 0.4891, 0.0138], [-0.7449, 0.4164, 0.5090], [-0.2557, -0.0723, 0.2017], [0.2110, -0.3209, -0.1229], [0.4752, -0.2319, -0.3484]], "lowdin_charge": [-0.09, -0.13, -0.45, 0.05, 0.09, 0.19, 0.13, 0.13, 0.13, 0.13, 0.08, 0.07, 0.10, 0.11, 0.17, 0.17, 0.13]}

(2)
{"formula": "C4H5FN2S", "method": "ωB97M-V with the def2-TZVPD basis set", "charge": 0, "smiles": "NN1C=C(F)CC1=S", "orbital_gap_ev": 8.4, "elements": ["C", "C", "C", "C", "H", "H", "H", "H", "H", "N", "N", "F", "S"], "positions_angstrom": [[0.9549, 0.6393, 0.1716], [1.4561, -0.6016, -0.1105], [0.3210, -1.5598, -0.0642], [-0.9054, -0.6968, -0.2245], [-1.5047, 1.9596, 1.0078], [-0.7350, 2.6815, -0.6350], [1.3688, 1.6238, 0.2689], [0.2938, -2.1352, -0.9163], [0.1104, -2.1022, 0.9055], [-1.1882, 1.6915, -0.1733], [-0.4565, 0.5474, -0.1647], [2.7271, -0.8599, -0.0618], [-2.4421, -1.1876, -0.0035]], "forces_ev_per_angstrom": [[-0.3761, -2.2481, -2.3955], [-1.6024, 3.1547, 2.6164], [-0.4902, 0.2909, 1.0777], [-0.3631, 0.1055, 1.5297], [1.2182, -0.8256, -4.5834], [-1.0081, -4.2256, 1.7529], [0.2980, 0.0276, 0.0735], [0.1713, -2.2846, -1.6029], [0.9233, 0.2479, -1.2371], [-1.8697, 4.5219, 3.2141], [2.3865, 2.5362, 0.1866], [1.3582, -1.0613, -0.1009], [-0.6459, -0.2393, -0.5310]], "lowdin_charge": [0.06, -0.28, -0.10, -0.84, 0.20, 0.17, 0.11, 0.10, 0.16, -0.02, -0.29, 0.11, 0.62]}

(3)
{"formula": "C3H18NO4", "method": "ωB97M-V with the def2-TZVPD basis set", "charge": 1, "orbital_gap_ev": 11.8, "elements": ["C", "C", "N", "C", "H", "H", "H", "H", "H", "H", "H", "H", "H", "H", "H", "H", "O", "H", "H", "O", "H", "H", "O", "H", "H", "O"], "positions_angstrom": [[0.8622, -1.9741, 1.4532], [0.8667, -0.5572, 0.8920], [-0.1651, -0.4481, -0.1860], [-1.5871, -0.8727, 0.1325], [0.4231, -2.1445, 2.4550], [0.2396, -2.6634, 0.8637], [1.8636, -2.3931, 1.5256], [0.5900, 0.1058, 1.7429], [1.8711, -0.3347, 0.5356], [0.2357, -1.1255, -0.8486], [-0.1480, 0.5229, -0.4872], [-1.6427, -1.2607, 1.1370], [-1.9708, -1.4809, -0.7129], [-2.2779, -0.0797, -0.1262], [-0.7567, 3.5481, -1.6493], [-1.5367, 4.4874, -0.5398], [-1.4094, 3.6403, -0.9700], [2.5529, 1.6719, -2.5863], [2.2193, 2.5560, -1.4104], [1.9142, 1.7573, -1.8491], [-3.2621, 0.9435, 2.5711], [-2.0587, 1.7165, 1.8652], [-2.4634, 0.8610, 2.0371], [2.6081, -2.1439, -1.6904], [1.3885, -2.2531, -2.5342], [1.6437, -2.0792, -1.6207]], "forces_ev_per_angstrom": [[-0.5105, -1.3944, 0.5662], [-0.7130, -0.3554, 2.5097], [0.2476, -0.3106, 0.4238], [-0.2935, 0.0706, -2.1043], [0.2136, 0.8419, -0.3073], [0.5084, 0.1565, -0.2945], [0.0082, 0.0222, -0.2320], [0.2352, 0.0092, -0.9327], [-0.4602, 0.3983, -0.4818], [-0.0379, 0.7468, -0.6492], [0.0760, -0.1562, -0.7379], [-0.3550, -0.0616, -0.1600], [0.9583, -0.9727, 0.8933], [0.3433, 0.8600, 1.1873], [0.5437, 0.9707, -0.3367], [0.6676, 0.2719, -0.6699], [-1.1408, -1.3564, 1.0299], [-0.5959, -0.0870, 0.4731], [-0.0356, 0.1419, 0.1914], [0.5087, -0.0824, -0.5438], [0.2689, 0.5104, -0.0491], [-0.5260, 0.2326, 0.3391], [0.1547, -0.3550, 0.0689], [-0.1559, 0.0885, 0.4271], [-0.2773, -0.0842, -0.0399], [0.3674, -0.1054, -0.5706]], "lowdin_charge": [-0.09, -0.19, 0.01, -0.01, 0.09, 0.08, 0.08, 0.14, 0.12, 0.11, 0.15, 0.09, 0.11, 0.09, 0.01, 0.04, -0.05, 0.06, 0.04, -0.07, 0.06, 0.05, -0.06, 0.08, 0.07, -0.03]}

(4)
{"formula": "C41H46N4P", "method": "ωB97M-V with the def2-TZVPD basis set", "charge": 1, "orbital_gap_ev": 3.8, "elements": ["C", "C", "C", "C", "C", "C", "N", "P", "H", "N", "C", "C", "C", "C", "C", "C", "C", "C", "C", "C", "C", "C", "C", "C", "H", "H", "H", "H", "H", "H", "H", "H", "H", "H", "H", "H", "H", "H", "H", "H", "H", "H", "H", "H", "H", "H", "H", "H", "C", "C", "N", "C", "C", "C", "C", "C", "C", "C", "C", "C", "C", "C", "C", "N", "C", "C", "C", "C", "C", "C", "C", "H", "H", "H", "H", "H", "H", "H", "H", "H", "H", "H", "H", "H", "H", "H", "H", "H", "H", "H", "H", "H"], "positions_angstrom": [[6.1252, 5.3533, -0.0820], [4.9284, 4.6199, 0.4025], [4.0547, 5.2316, 1.2886], [2.9241, 4.5827, 1.7455], [2.0513, 5.2558, 2.7366], [2.6394, 3.2746, 1.3034], [1.5042, 2.5644, 1.8093], [-0.1311, 3.0454, 1.4168], [-0.1751, 1.8895, 0.6320], [-0.7937, 2.0452, 2.6899], [-2.1423, 2.1992, 3.1437], [-3.0743, 1.1556, 2.9763], [-2.6628, -0.0914, 2.2829], [-4.3563, 1.2955, 3.4774], [-4.7481, 2.4453, 4.1485], [-6.1366, 2.5798, 4.6598], [-3.8231, 3.4646, 4.3261], [-2.5335, 3.3597, 3.8395], [-1.5485, 4.4397, 4.0951], [0.2560, 1.4988, 3.4525], [1.4948, 1.7767, 2.9765], [3.5344, 2.6444, 0.4160], [3.2759, 1.2489, -0.0236], [4.6580, 3.3244, -0.0187], [6.7113, 4.7471, -0.7732], [5.8250, 6.2621, -0.6044], [6.7705, 5.6356, 0.7507], [4.2711, 6.2249, 1.6466], [1.2782, 4.5837, 3.1051], [2.6358, 5.5799, 3.5983], [1.5637, 6.1282, 2.2988], [-3.4913, -0.7957, 2.2129], [-2.3173, 0.1154, 1.2690], [-1.8552, -0.5847, 2.8245], [-5.0609, 0.4899, 3.3541], [-6.2807, 3.5377, 5.1596], [-6.8524, 2.5221, 3.8393], [-6.3693, 1.7906, 5.3757], [-4.1081, 4.3491, 4.8706], [-1.9839, 5.2348, 4.7006], [-0.6835, 4.0506, 4.6332], [-1.2014, 4.8858, 3.1626], [0.0621, 0.9855, 4.3802], [2.4112, 1.5098, 3.4770], [4.0437, 0.9020, -0.7151], [3.2735, 0.5715, 0.8307], [2.3132, 1.1622, -0.5294], [5.3414, 2.8303, -0.6887], [-4.1352, -1.9952, -3.0387], [-3.1824, -2.8601, -2.3047], [-3.5597, -3.6906, -1.2746], [-4.9140, -3.8271, -0.7585], [-2.4460, -4.3851, -0.7941], [-1.3412, -4.0028, -1.5763], [-0.1067, -4.6286, -1.3599], [0.0201, -5.5347, -0.3359], [-1.0726, -5.8587, 0.4742], [-2.3095, -5.3095, 0.2447], [-1.7938, -2.9874, -2.5067], [-1.0430, -2.2968, -3.4901], [0.3766, -2.3426, -3.6959], [1.0222, -2.5496, -4.9329], [0.3709, -2.7755, -6.2375], [2.3768, -2.6737, -4.7243], [3.3630, -2.9874, -5.7590], [2.6468, -2.5074, -3.3597], [1.4276, -2.2594, -2.7061], [1.4113, -1.9854, -1.3336], [2.5927, -2.0303, -0.6350], [3.7980, -2.3221, -1.2818], [3.8398, -2.5480, -2.6355], [-3.6484, -1.4177, -3.8243], [-4.9164, -2.5965, -3.5078], [-4.6157, -1.2893, -2.3588], [-4.9419, -4.5367, 0.0618], [-5.2652, -2.8655, -0.3936], [-5.5821, -4.1809, -1.5402], [0.7293, -4.4060, -1.9944], [0.9740, -5.9993, -0.1427], [-0.9444, -6.5434, 1.2956], [-3.1554, -5.5621, 0.8602], [-1.6145, -1.7364, -4.2102], [-0.7132, -2.6822, -6.1657], [0.7273, -2.0578, -6.9776], [0.5978, -3.7795, -6.5989], [4.3668, -3.0270, -5.3434], [3.1390, -3.9557, -6.2035], [3.3439, -2.2275, -6.5388], [0.4852, -1.7472, -0.8434], [2.5968, -1.8363, 0.4252], [4.7110, -2.3640, -0.7111], [4.7663, -2.7535, -3.1400]], "forces_ev_per_angstrom": [[0.4381, 0.1399, -0.2222], [-0.2647, -0.1464, 0.0559], [0.1066, -0.2992, -0.2971], [-0.1411, -0.7618, -0.1529], [-0.4211, 0.1731, 0.4283], [0.6769, 0.3377, 0.4017], [0.0177, 0.7834, 0.3731], [0.2701, -1.5451, -0.3876], [-0.6103, -0.0182, -1.6223], [-0.1534, 0.9001, 0.5013], [-0.2993, 0.1174, 0.7900], [0.4907, 0.5740, 0.0023], [0.1009, -0.4999, -0.2448], [0.2010, 0.2920, 0.0786], [0.2836, 0.1062, -0.0861], [-0.4168, 0.1392, 0.2299], [-0.2142, -0.3502, -0.1934], [0.2465, -0.6145, -0.2887], [0.2504, 0.4245, 0.1829], [0.9955, 0.1027, -0.2842], [-0.8899, -0.2661, 0.3702], [-0.5932, 0.2980, 0.4520], [-0.0046, -0.4453, -0.2000], [-0.1335, 0.2734, 0.2261], [0.0102, 0.0305, 0.0205], [0.0845, 0.0664, 0.0107], [0.0337, 0.0740, -0.0260], [0.0316, 0.2507, 0.0643], [0.0135, 0.1080, 0.0754], [-0.0178, 0.1127, -0.0094], [-0.0155, 0.0532, 0.0663], [-0.0720, -0.0014, 0.0463], [0.1567, 0.0060, -0.0050], [0.1098, -0.0480, -0.1047], [-0.1726, -0.2057, -0.0565], [-0.0232, -0.0336, -0.0023], [-0.0883, -0.0465, 0.0328], [-0.0757, -0.0277, -0.0232], [-0.0751, 0.2171, 0.0987], [-0.0128, -0.0255, -0.0301], [0.1221, 0.0165, -0.0552], [0.0936, 0.0631, -0.0044], [-0.1340, -0.1017, -0.0377], [0.1110, -0.0330, -0.1271], [0.0330, 0.0338, -0.0134], [-0.1199, -0.0807, 0.0136], [-0.0759, -0.0634, 0.0919], [0.1572, -0.1041, -0.1850], [-0.2058, 0.0050, 0.0653], [-0.6955, -0.7799, 1.1724], [0.1794, 1.1387, -1.2649], [-0.0557, 0.1778, -0.1433], [1.1115, -0.1424, -0.2461], [0.2602, -0.3924, 0.6505], [-0.3770, 0.2733, -0.3098], [-0.1929, -0.2472, 0.2948], [0.3613, 0.0519, -0.0714], [-0.8041, 0.5720, -0.3583], [1.4824, 0.6020, -0.8493], [-0.0939, -1.1157, 0.5957], [-0.1911, 0.1823, 0.1203], [0.5256, 0.0914, 0.8627], [0.1314, 0.0392, -0.3477], [-0.8458, 0.0704, -0.0683], [-0.3280, 0.0167, -0.0093], [-0.4752, 0.2802, 0.4371], [0.1470, -0.2917, 0.1883], [0.0320, -0.0322, -0.4478], [0.1303, 0.0051, 0.0555], [-0.1338, 0.0028, 0.1457], [-0.1095, -0.0729, -0.8257], [0.0434, -0.1078, 0.1578], [-0.0551, -0.0094, 0.0658], [-0.0548, 0.0006, -0.0026], [0.1697, -0.0144, -0.0321], [-0.0697, 0.0692, 0.0363], [-0.0322, -0.0142, -0.0502], [0.1637, -0.0098, -0.0119], [0.0987, -0.0565, -0.0289], [0.0047, -0.1422, 0.0843], [-0.1117, -0.1574, 0.1551], [-0.2118, 0.0153, -0.3558], [0.1466, 0.0005, 0.0643], [0.0335, -0.0429, -0.0888], [-0.0376, -0.0161, -0.1197], [-0.1553, 0.0601, 0.1590], [0.0133, -0.0429, -0.0223], [0.0065, 0.0125, 0.0167], [-0.2385, 0.0193, 0.1916], [-0.0215, 0.0344, 0.1299], [0.1299, 0.0149, 0.0681], [0.3157, -0.0228, -0.0160]], "lowdin_charge": [-0.05, -0.27, -0.01, -0.21, -0.05, -0.20, -0.29, 1.03, -0.07, -0.28, -0.21, -0.21, -0.05, -0.01, -0.27, -0.05, 0.00, -0.21, -0.06, -0.15, -0.14, -0.21, -0.05, -0.01, 0.08, 0.09, 0.09, 0.12, 0.03, 0.09, 0.09, 0.07, 0.07, 0.08, 0.11, 0.08, 0.08, 0.09, 0.11, 0.08, 0.08, 0.05, 0.11, 0.11, 0.08, 0.07, 0.08, 0.11, 0.02, -0.15, -0.01, 0.02, -0.14, -0.10, -0.01, -0.05, -0.06, 0.00, -0.09, 0.13, -0.10, -0.17, 0.01, -0.02, 0.02, -0.15, -0.14, -0.03, -0.08, -0.07, 0.00, 0.08, 0.10, 0.10, 0.09, 0.10, 0.10, 0.10, 0.11, 0.11, 0.11, 0.11, 0.08, 0.10, 0.10, 0.09, 0.10, 0.10, 0.12, 0.11, 0.11, 0.10]}

(5)
{"formula": "C4H7N2", "method": "ωB97M-V with the def2-TZVPD basis set", "charge": 1, "orbital_gap_ev": 11.1, "elements": ["C", "C", "C", "C", "N", "N", "H", "H", "H", "H", "H", "H", "H"], "positions_angstrom": [[-1.7812, -0.0898, 0.1735], [-0.6034, -1.0747, 0.0168], [0.9428, 0.8628, 0.5875], [-0.1401, 1.2323, -0.3379], [-1.4093, 1.0978, -0.0719], [0.5516, -0.1655, -0.3972], [-2.6514, -0.5070, 0.4941], [-0.5982, -1.6362, 0.9063], [-0.6423, -1.7348, -0.8467], [2.0022, 1.1686, 0.4108], [0.7170, 0.7943, 1.5910], [0.1503, 2.3702, -1.3470], [1.1976, -0.5423, -1.0805]], "forces_ev_per_angstrom": [[4.3741, 0.1686, -1.6819], [-0.0280, 1.1321, -2.6124], [1.8052, 1.0301, -2.0765], [4.7983, 5.0686, -4.6686], [-4.2536, -0.3196, 1.7119], [-1.7688, -1.4391, 2.1363], [-2.8691, -0.2430, 0.8016], [1.1866, -0.6649, 1.2826], [-0.7646, -0.3472, 0.1667], [-1.2270, 0.2333, 0.0019], [-0.6105, -0.9770, 2.0464], [-0.7636, -3.9831, 2.8979], [0.1209, 0.3413, -0.0060]], "lowdin_charge": [0.01, -0.02, 0.00, -0.28, 0.11, 0.05, 0.11, 0.12, 0.14, 0.16, 0.12, 0.30, 0.19]}

(6)
{"formula": "C6H15O3P", "method": "ωB97M-V with the def2-TZVPD basis set", "charge": 0, "smiles": "CC(C)(C)P(=O)(CO)CO", "orbital_gap_ev": 9.8, "elements": ["C", "C", "C", "C", "C", "C", "O", "O", "O", "P", "H", "H", "H", "H", "H", "H", "H", "H", "H", "H", "H", "H", "H", "H", "H"], "positions_angstrom": [[-1.2712, -1.1673, -0.8333], [0.2560, -1.8017, 1.1181], [-1.7253, -0.1379, 1.4516], [-0.2576, 2.2000, -0.6143], [1.9247, -0.0695, -1.6360], [-0.5513, -0.7395, 0.5710], [1.5542, 1.1654, 1.1437], [-0.9660, 2.7120, 0.4269], [3.0904, -0.3597, -1.0119], [0.6760, 0.6939, 0.0100], [-2.0017, -1.8428, -0.5319], [-1.8071, -0.2098, -1.1074], [-0.5151, -1.6222, -1.4772], [-0.1150, -1.9969, 2.1592], [1.3173, -1.6087, 0.9995], [0.0713, -2.7488, 0.6436], [-1.3089, 0.3200, 2.3928], [-1.9469, 0.7000, 0.7442], [-2.5367, -0.8011, 1.5819], [-0.9016, 1.8123, -1.4582], [0.4781, 2.9209, -1.0340], [2.0813, 0.6737, -2.4158], [1.3833, -1.0044, -1.9859], [-0.4406, 2.6091, 1.2200], [3.5123, 0.3028, -0.3567]], "forces_ev_per_angstrom": [[1.5039, 2.7761, 2.0929], [0.3074, -1.9067, 2.0138], [3.2330, 2.1851, -1.4682], [1.0367, -1.9684, -1.9698], [-2.5460, 0.6105, 2.0607], [-1.9264, 2.5325, -3.1139], [-0.2419, -0.4069, -0.6276], [-1.3784, 0.9421, 0.7314], [2.5873, -0.1533, 1.7737], [0.7092, -0.5913, -0.9176], [-1.3240, -1.5143, 0.1782], [0.7365, -1.3205, -0.7591], [-0.5648, 0.3828, -0.3610], [1.1888, 0.2911, -0.4986], [0.2588, -0.1498, 0.7078], [-0.1221, -0.5081, -0.5664], [-0.6578, -0.6764, -0.7613], [-0.9855, -0.4300, 1.3109], [-0.7720, -0.7764, 0.2692], [0.2669, 0.8027, 0.8533], [-0.2302, -0.4716, 0.0955], [-0.6263, 0.1534, -0.1397], [1.0307, 1.1582, 0.2942], [0.3139, 0.1424, 0.4642], [-1.7980, -1.1031, -1.6625]], "lowdin_charge": [-0.06, -0.12, -0.06, -0.38, -0.25, -0.60, -0.39, -0.10, -0.15, 0.87, 0.05, 0.08, 0.06, 0.11, 0.07, 0.08, 0.10, 0.06, 0.06, 0.10, 0.10, 0.07, 0.08, 0.08, 0.14]}

- Number 4 is which compound?
  C41H46N4P